No. 1
ORCA calculation (ωB97M-V with the def2-TZVPD basis set) on C3H2N2O3 in the gas phase in a non-equilibrium geometry.

Last columns: bonded neighbours and bond lengths (Å).
Element x y z (Å)
1 O -0.225 2.478 -0.685  C2 1.200
2 C -0.054 1.350 -0.311  O1 1.200, C3 1.525, O8 1.436
3 C 0.755 0.173 -0.842  C2 1.525, C4 1.416, H9 1.145
4 C 0.410 -1.132 -0.417  C3 1.416, O5 1.322, N6 1.451
5 O 0.591 -2.333 -0.939  C4 1.322, H10 0.965
6 N -0.219 -1.161 0.890  C4 1.451, N7 1.268
7 N -0.642 -0.139 1.511  N6 1.268, O8 1.296
8 O -0.663 1.028 0.949  C2 1.436, N7 1.296
9 H 1.493 0.312 -1.707  C3 1.145
10 H 0.235 -2.942 -0.280  O5 0.965

Values from the calculation:
**Kohn-Sham gap**: 9.524 eV
**Highest occupied orbital energy**: -10.17 eV
**2S+1**: 1
**Max |F|**: 0.092 Eh/bohr
**E_LUMO**: -0.64 eV

From a Mulliken analysis of the wavefunction, the atomic charges in e read:
1 O -0.497
2 C 0.559
3 C -0.483
4 C 0.643
5 O -0.454
6 N -0.345
7 N 0.009
8 O -0.121
9 H 0.299
10 H 0.391

No. 2
ORCA calculation (ωB97M-V with the def2-TZVPD basis set) on 14 unconnected molecules or ions with the total composition C26H86N6O14 in a non-equilibrium geometry.

Last columns: bonded neighbours and bond lengths (Å).
Element x y z (Å)
1 C -4.837 -25.961 -3.480  C2 1.527, H7 1.090, H8 1.090, H9 1.090
2 C -3.599 -25.333 -2.846  C1 1.527, C3 1.510, N6 1.431, H10 1.090
3 C -2.704 -24.776 -3.927  C2 1.510, O4 1.427, H11 1.090, H12 1.090
4 O -1.511 -24.213 -3.382  C3 1.427, C5 1.435
5 C -0.551 -25.040 -2.709  O4 1.435, H13 1.090, H14 1.090, H15 1.090
6 N -4.032 -24.340 -1.911  C2 1.431, H16 1.010, H17 1.010
7 H -4.601 -26.667 -4.276  C1 1.090
8 H -5.395 -25.161 -3.967  C1 1.090
9 H -5.512 -26.404 -2.747  C1 1.090
10 H -3.071 -26.128 -2.319  C2 1.090
11 H -3.270 -23.994 -4.433  C3 1.090
12 H -2.476 -25.498 -4.712  C3 1.090
13 H -0.371 -25.859 -3.406  C5 1.090
14 H -0.851 -25.482 -1.759  C5 1.090
15 H 0.392 -24.505 -2.596  C5 1.090
16 H -3.198 -23.807 -1.711  N6 1.010
17 H -4.636 -23.649 -2.333  N6 1.010
18 C 5.567 -26.456 -4.725  C19 1.536, H24 1.090, H25 1.090, H26 1.090
19 C 4.837 -26.446 -6.077  C18 1.536, C20 1.599, N23 1.435, H27 1.090
20 C 3.411 -25.733 -5.953  C19 1.599, O21 1.472, H28 1.090, H29 1.090
21 O 3.579 -24.353 -5.468  C20 1.472, C22 1.438
22 C 2.289 -23.764 -5.230  O21 1.438, H30 1.090, H31 1.090, H32 1.090
23 N 5.512 -25.807 -7.170  C19 1.435, H33 1.010, H34 1.010
24 H 5.574 -25.449 -4.306  C18 1.090
25 H 6.537 -26.951 -4.763  C18 1.090
26 H 4.863 -26.994 -4.091  C18 1.090
27 H 4.668 -27.466 -6.423  C19 1.090
28 H 2.656 -26.243 -5.355  C20 1.090
29 H 3.041 -25.678 -6.976  C20 1.090
30 H 1.642 -24.367 -4.593  C22 1.090
31 H 1.848 -23.588 -6.211  C22 1.090
32 H 2.266 -22.797 -4.727  C22 1.090
33 H 5.423 -24.806 -7.274  N23 1.010
34 H 6.513 -25.909 -7.087  N23 1.010
35 C 8.955 -21.345 -0.322  C36 1.512, H41 1.090, H42 1.090, H43 1.090
36 C 8.160 -20.071 -0.498  C35 1.512, C37 1.637, N40 1.435, H44 1.090
37 C 6.612 -20.383 -0.064  C36 1.637, O38 1.441, H45 1.090, H46 1.090
38 O 5.977 -21.122 -1.126  C37 1.441, C39 1.431
39 C 4.611 -21.462 -0.871  O38 1.431, H47 1.090, H48 1.090, H49 1.090
40 N 8.726 -19.055 0.343  C36 1.435, H50 1.010, H51 1.010
41 H 8.960 -21.623 0.732  C35 1.090
42 H 10.001 -21.220 -0.603  C35 1.090
43 H 8.629 -22.221 -0.882  C35 1.090
44 H 8.258 -19.611 -1.481  C36 1.090
45 H 6.147 -19.417 0.137  C37 1.090
46 H 6.683 -20.861 0.912  C37 1.090
47 H 4.550 -22.052 0.044  C39 1.090
48 H 4.115 -21.964 -1.702  C39 1.090
49 H 4.047 -20.530 -0.828  C39 1.090
50 H 8.522 -18.151 -0.059  N40 1.010
51 H 8.225 -18.958 1.215  N40 1.010
52 C 3.482 -26.029 4.885  C53 1.569, H58 1.090, H59 1.090, H60 1.090
53 C 2.388 -26.657 3.952  C52 1.569, C54 1.548, N57 1.481, H61 1.090
54 C 2.950 -27.805 3.079  C53 1.548, O55 1.423, H62 1.090, H63 1.090
55 O 4.049 -27.237 2.375  C54 1.423, C56 1.379
56 C 5.247 -27.910 2.487  O55 1.379, H64 1.090, H65 1.090, H66 1.090
57 N 1.366 -27.288 4.818  C53 1.481, H67 1.010, H68 1.010
58 H 3.093 -25.305 5.602  C52 1.090
59 H 4.286 -25.543 4.332  C52 1.090
60 H 3.906 -26.741 5.593  C52 1.090
61 H 1.940 -25.916 3.290  C53 1.090
62 H 2.251 -28.203 2.343  C54 1.090
63 H 3.313 -28.606 3.722  C54 1.090
64 H 5.140 -28.917 2.085  C56 1.090
65 H 5.637 -27.938 3.505  C56 1.090
66 H 5.988 -27.453 1.831  C56 1.090
67 H 0.820 -26.572 5.274  N57 1.010
68 H 0.738 -27.902 4.319  N57 1.010
69 C 6.821 -29.563 -1.172  C70 1.495, H75 1.090, H76 1.090, H77 1.090
70 C 7.816 -29.874 -2.243  C69 1.495, C71 1.488, N74 1.464, H78 1.090
71 C 7.480 -29.222 -3.538  C70 1.488, O72 1.425, H79 1.090, H80 1.090
72 O 8.535 -29.567 -4.432  C71 1.425, C73 1.447
73 C 8.578 -28.809 -5.664  O72 1.447, H81 1.090, H82 1.090, H83 1.090
74 N 9.107 -29.421 -1.722  C70 1.464, H84 1.010, H85 1.010
75 H 5.882 -30.024 -1.478  C69 1.090
76 H 6.649 -28.496 -1.035  C69 1.090
77 H 7.070 -29.966 -0.190  C69 1.090
78 H 7.888 -30.961 -2.271  C70 1.090
79 H 7.354 -28.145 -3.427  C71 1.090
80 H 6.469 -29.537 -3.794  C71 1.090
81 H 8.724 -27.731 -5.597  C73 1.090
82 H 7.636 -28.919 -6.201  C73 1.090
83 H 9.357 -29.216 -6.308  C73 1.090
84 H 9.786 -29.388 -2.470  N74 1.010
85 H 9.475 -30.025 -1.001  N74 1.010
86 C 2.668 -28.683 -2.722  C87 1.518, H92 1.090, H93 1.090, H94 1.090
87 C 3.278 -28.117 -1.452  C86 1.518, C88 1.512, N91 1.448, H95 1.090
88 C 2.529 -26.909 -0.939  C87 1.512, O89 1.412, H96 1.090, H97 1.090
89 O 2.489 -25.837 -1.857  C88 1.412, C90 1.417
90 C 3.675 -25.091 -2.068  O89 1.417, H98 1.090, H99 1.090, H100 1.090
91 N 3.339 -29.191 -0.482  C87 1.448, H101 1.010, H102 1.010
92 H 3.200 -29.584 -3.029  C86 1.090
93 H 2.754 -28.102 -3.641  C86 1.090
94 H 1.610 -28.850 -2.522  C86 1.090
95 H 4.307 -27.793 -1.610  C87 1.090
96 H 2.752 -26.576 0.075  C88 1.090
97 H 1.491 -27.238 -0.897  C88 1.090
98 H 3.853 -24.507 -1.165  C90 1.090
99 H 3.632 -24.368 -2.883  C90 1.090
100 H 4.630 -25.600 -2.198  C90 1.090
101 H 3.460 -28.845 0.459  N91 1.010
102 H 2.446 -29.659 -0.412  N91 1.010
103 O 6.575 -25.193 0.277  H104 0.957, H105 0.957
104 H 6.596 -24.986 -0.657  O103 0.957
105 H 7.038 -26.027 0.348  O103 0.957
106 O -1.164 -28.626 -1.755  H107 0.957, H108 0.957
107 H -1.363 -28.628 -2.691  O106 0.957
108 H -0.786 -29.490 -1.588  O106 0.957
109 O 3.668 -31.851 -1.605  H110 0.957, H111 0.957
110 H 3.598 -30.970 -1.238  O109 0.957
111 H 4.523 -31.864 -2.035  O109 0.957
112 O 6.718 -23.634 -1.959  H113 0.957, H114 0.957
113 H 6.703 -22.720 -1.677  O112 0.957
114 H 7.044 -23.604 -2.858  O112 0.957
115 O 3.895 -24.653 1.772  H116 0.957, H117 0.957
116 H 3.870 -25.551 2.101  O115 0.957
117 H 4.623 -24.645 1.150  O115 0.957
118 O 1.255 -30.934 1.060  H119 0.957, H120 0.957
119 H 1.908 -31.606 1.257  O118 0.957
120 H 1.005 -30.584 1.915  O118 0.957
121 C 1.233 -33.934 -2.918  O122 1.410, H123 1.090, H124 1.090, H125 1.090
122 O 1.214 -32.536 -2.738  C121 1.410, H126 0.960
123 H 1.871 -34.447 -2.198  C121 1.090
124 H 0.231 -34.348 -2.801  C121 1.090
125 H 1.530 -34.113 -3.951  C121 1.090
126 H 2.074 -32.210 -2.463  O122 0.960
127 C 1.273 -23.037 0.248  O128 1.391, H129 1.090, H130 1.090, H131 1.090
128 O 1.876 -22.743 1.467  C127 1.391, H132 0.960
129 H 0.255 -22.668 0.126  C127 1.090
130 H 1.928 -22.658 -0.537  C127 1.090
131 H 1.339 -24.109 0.066  C127 1.090
132 H 2.531 -23.428 1.615  O128 0.960

Values from the calculation:
**Kohn-Sham gap**: 9.295 eV
**Highest occupied orbital energy**: -9.08 eV
**2S+1**: 1
**Max |F|**: 0.052 Eh/bohr
**E_LUMO**: 0.22 eV

Mulliken population analysis, charges in e, atoms 1 to 99:
1 C -1.597
2 C 0.651
3 C -0.786
4 O -0.449
5 C -0.386
6 N -0.658
7 H 0.382
8 H 0.367
9 H 0.365
10 H 0.183
11 H 0.325
12 H 0.375
13 H 0.331
14 H 0.421
15 H -0.114
16 H 0.287
17 H 0.301
18 C 0.875
19 C 0.200
20 C -0.822
21 O -0.368
22 C -0.893
23 N -0.782
24 H 0.062
25 H -0.294
26 H -0.563
27 H 0.342
28 H 0.249
29 H 0.560
30 H 0.259
31 H 0.406
32 H 0.286
33 H 0.284
34 H 0.222
35 C -1.336
36 C 0.481
37 C -0.769
38 O -0.476
39 C -0.717
40 N -0.743
41 H 0.284
42 H 0.348
43 H 0.292
44 H 0.357
45 H 0.367
46 H 0.356
47 H 0.386
48 H 0.081
49 H 0.453
50 H 0.282
51 H 0.250
52 C -1.440
53 C 0.709
54 C -1.150
55 O 0.321
56 C -0.844
57 N -0.721
58 H 0.421
59 H 0.216
60 H 0.368
61 H 0.203
62 H 0.294
63 H 0.634
64 H 0.386
65 H 0.385
66 H -0.106
67 H 0.278
68 H 0.204
69 C -0.957
70 C 0.784
71 C -0.495
72 O -0.427
73 C -0.766
74 N -0.779
75 H -0.103
76 H -0.083
77 H 0.550
78 H 0.396
79 H 0.091
80 H 0.410
81 H 0.289
82 H 0.307
83 H 0.324
84 H 0.235
85 H 0.219
86 C -1.496
87 C 2.391
88 C -1.263
89 O 0.607
90 C 0.537
91 N -0.287
92 H 0.440
93 H -0.170
94 H 0.174
95 H -0.385
96 H 0.206
97 H 0.352
98 H -0.253
99 H -0.033